Record 1
6 unconnected molecules or ions with the total composition C16H45ClN3O9, computed with ωB97M-V with the def2-TZVPD basis set.

CARTESIAN COORDINATES (ANGSTROEM)
Cl: 2.89014 -12.00437 -24.31945
O: 2.19010 -11.17251 -23.35406
O: 1.90375 -12.53017 -25.25890
O: 3.85117 -11.22572 -25.08737
O: 3.65261 -12.98323 -23.56944
C: 5.35120 -6.19822 -20.92849
C: 3.86510 -6.01532 -21.02252
C: 3.26677 -6.88163 -22.12240
O: 1.89867 -6.56892 -22.22345
C: 1.11600 -7.51513 -22.91534
N: 3.26076 -6.34695 -19.71289
H: 5.83462 -5.59287 -20.16435
H: 5.82985 -5.96322 -21.88415
H: 5.57240 -7.24973 -20.71501
H: 3.60052 -4.97129 -21.22228
H: 3.41715 -7.93637 -21.86805
H: 3.80367 -6.63920 -23.05084
H: 1.14121 -7.21804 -23.96963
H: 0.09896 -7.57544 -22.53382
H: 1.42807 -8.56486 -23.00194
H: 3.44858 -7.33599 -19.54799
H: 2.25044 -6.30231 -19.82462
C: 2.99909 -16.93569 -23.01660
C: 4.48087 -17.30794 -23.15926
C: 4.73543 -18.44236 -24.08746
O: 4.32395 -19.69332 -23.54961
C: 4.75051 -20.77676 -24.30319
N: 5.25114 -16.12590 -23.57794
H: 2.48511 -17.70400 -22.42395
H: 2.46632 -16.90154 -23.96775
H: 2.92899 -16.00563 -22.45943
H: 4.78545 -17.63634 -22.15894
H: 5.76370 -18.57625 -24.45095
H: 4.20409 -18.29439 -25.04760
H: 5.82796 -20.95841 -24.44105
H: 4.37369 -20.65375 -25.33258
H: 4.36817 -21.71081 -23.89420
H: 5.14591 -15.91142 -24.56656
H: 4.85467 -15.29235 -23.15795
C: -1.89400 -13.76543 -27.03137
C: -1.13150 -15.04302 -26.60942
C: 0.17829 -15.18417 -27.32606
O: -0.07632 -15.50668 -28.69425
C: 1.03275 -15.24988 -29.54703
N: -0.86714 -14.88371 -25.15551
H: -2.00385 -13.55124 -28.09594
H: -1.32101 -12.91025 -26.65266
H: -2.84143 -13.69409 -26.49429
H: -1.69356 -15.96752 -26.74761
H: 0.77865 -16.01096 -26.92445
H: 0.88418 -14.34641 -27.26857
H: 1.94076 -15.75658 -29.21055
H: 1.20127 -14.16936 -29.56964
H: 0.68400 -15.62310 -30.50685
H: -1.67882 -14.50720 -24.66919
H: -0.31057 -14.02136 -25.20711
C: -2.49137 -10.19000 -25.27850
C: -1.12343 -10.41159 -24.59306
O: -0.15177 -9.94414 -25.54495
H: -2.54627 -9.38876 -26.01411
H: -3.17657 -9.90949 -24.47122
H: -2.84882 -11.06981 -25.81459
H: -0.97477 -11.46532 -24.35892
H: -1.05706 -9.81555 -23.68180
H: 0.51411 -10.64589 -25.60120
C: 6.51157 -10.80395 -21.19774
C: 6.42435 -10.99702 -22.70209
O: 6.60805 -12.36289 -23.09643
H: 7.55751 -10.91663 -20.89846
H: 5.90495 -11.48332 -20.60356
H: 6.28906 -9.75579 -20.97462
H: 7.26080 -10.43405 -23.12593
H: 5.50339 -10.63155 -23.15520
H: 5.72341 -12.64110 -23.36899

As for the frontier orbital gap: 9.42 eV. The charge is -1.


Record 2
7 unconnected molecules or ions with the total composition C16H45O9, computed with ωB97M-V with the def2-TZVPD basis set.

CARTESIAN COORDINATES (ANGSTROEM)
C: 4.97726 -4.47189 -0.94307
C: 4.43650 -3.17943 -1.48242
O: 5.50208 -2.20356 -1.51512
C: 3.24418 -2.64417 -0.70063
O: 2.23941 -2.20306 -1.58020
C: 1.01375 -3.02830 -1.58116
O: 1.30050 -4.12913 -2.53225
H: 5.03310 -4.43505 0.14131
H: 4.30608 -5.28305 -1.20078
H: 5.96111 -4.67982 -1.34279
H: 4.10772 -3.32997 -2.50430
H: 5.21364 -1.55061 -2.16633
H: 3.56568 -1.82388 -0.06278
H: 2.81609 -3.45307 -0.10660
H: 0.40926 -2.41446 -2.24959
H: 1.91109 -4.72275 -2.08420
C: -1.40126 -0.04901 -0.31094
C: -1.53529 0.07245 -1.81267
O: -0.34248 0.57510 -2.40963
H: -1.15563 0.92208 0.12597
H: -2.32881 -0.40004 0.13938
H: -0.59995 -0.74996 -0.05669
H: -2.32894 0.78203 -2.06226
H: -1.78446 -0.89603 -2.25960
H: 0.36567 -0.05639 -2.20807
C: -1.11680 -1.36391 3.40055
C: 0.29273 -1.87219 3.63677
O: 1.05635 -1.65170 2.45818
H: -1.54507 -1.85378 2.52696
H: -1.76267 -1.55028 4.26521
H: -1.11298 -0.29262 3.19754
H: 0.29860 -2.94724 3.81251
H: 0.75428 -1.38419 4.50642
H: 1.05778 -0.70457 2.28481
C: 4.59995 -3.57214 -7.00901
C: 4.64552 -2.79370 -5.70639
O: 5.96124 -2.81324 -5.14369
H: 4.90766 -4.60432 -6.84047
H: 3.59425 -3.57149 -7.43165
H: 5.28201 -3.13672 -7.74523
H: 3.98261 -3.23690 -4.96615
H: 4.32828 -1.75795 -5.86537
H: 6.55380 -2.40685 -5.78430
C: -1.25204 3.90068 -1.18959
C: -2.72217 3.89857 -0.80891
O: -2.91701 3.75375 0.60319
H: -0.77102 2.97465 -0.87811
H: -1.12035 4.00892 -2.26589
H: -0.74293 4.72966 -0.68885
H: -3.24388 3.06610 -1.27639
H: -3.19772 4.83002 -1.13539
H: -2.46782 4.49333 1.03111
C: -3.30052 5.53349 5.15323
C: -3.42304 5.63793 3.64467
O: -2.21239 6.08929 3.03464
H: -3.03051 6.50015 5.57913
H: -4.23869 5.20261 5.60044
H: -2.52127 4.81928 5.42843
H: -4.19022 6.35947 3.37093
H: -3.70310 4.66986 3.21574
H: -1.51758 5.45931 3.25687
C: -5.36486 1.13743 3.08447
C: -3.95318 0.63697 3.33807
O: -3.09654 0.85992 2.22410
H: -5.78589 0.64373 2.20869
H: -6.01269 0.94486 3.94219
H: -5.36318 2.21237 2.88795
H: -3.95368 -0.43691 3.51656
H: -3.52974 1.12762 4.22416
H: -3.07182 1.81267 2.06727

As for the frontier orbital gap: 3.61 eV. The charge is -1.


Record 3
A molecular structure, C16H46AgFO18P4, computed with ωB97M-V with the def2-TZVPD basis set.

CARTESIAN COORDINATES (ANGSTROEM)
Ag: -18.15620 -2.06596 -5.49314
F: -19.91278 -3.66974 -5.38468
C: -21.02926 -2.15517 -2.75010
O: -20.13146 -1.65178 -1.81260
P: -18.57727 -2.16910 -1.89254
O: -17.86699 -2.00292 -3.18529
O: -18.69048 -3.67861 -1.34297
C: -18.11192 -4.81200 -2.02877
O: -17.91271 -1.34227 -0.61995
C: -17.75375 0.09230 -0.76501
H: -20.83433 -1.81785 -3.76809
H: -22.04251 -1.94671 -2.40663
H: -20.87197 -3.23293 -2.79252
H: -18.10322 -4.70827 -3.11379
H: -18.64013 -5.74067 -1.81273
H: -17.10380 -5.08796 -1.71949
H: -17.97284 0.49089 -1.75558
H: -16.72429 0.28532 -0.46323
H: -18.31693 0.63627 -0.00670
C: -23.05883 -3.13160 -7.17202
O: -24.24481 -2.35187 -7.34529
P: -24.07912 -0.73478 -7.49731
O: -25.37374 0.00909 -7.64255
O: -23.12051 -0.28476 -6.27510
C: -23.62316 -0.29806 -4.98342
O: -23.13535 -0.60539 -8.77839
C: -23.72503 -1.04258 -10.00773
H: -22.67012 -3.26024 -6.16184
H: -22.22896 -2.74563 -7.76400
H: -23.30615 -4.11912 -7.56156
H: -24.62972 0.10531 -4.87280
H: -22.97074 0.27215 -4.32212
H: -23.69926 -1.32019 -4.61255
H: -23.28456 -1.95016 -10.42049
H: -23.65501 -0.29336 -10.79631
H: -24.79226 -1.22510 -9.88198
C: -21.47715 -4.52607 -10.66732
O: -21.95594 -5.83225 -10.38585
P: -20.93149 -7.07651 -10.01312
O: -20.04462 -7.63108 -11.10976
O: -20.00834 -6.45946 -8.79510
C: -20.65102 -5.77384 -7.73843
O: -21.85783 -8.19412 -9.28982
C: -21.13755 -9.33083 -8.81744
H: -21.80264 -4.27614 -11.67712
H: -20.39160 -4.43748 -10.62450
H: -21.83511 -3.78831 -9.94922
H: -21.74070 -5.76059 -7.71562
H: -20.28104 -4.75010 -7.68201
H: -20.39989 -6.21170 -6.77235
H: -21.62668 -10.26407 -9.09655
H: -21.05778 -9.27981 -7.73156
H: -20.08832 -9.50063 -9.05905
C: -20.24133 -6.82083 -3.91964
O: -19.57370 -7.79089 -3.19911
P: -19.24410 -9.19558 -3.92543
O: -20.33715 -9.65707 -4.78951
O: -17.81012 -8.94789 -4.66685
C: -17.69089 -8.24071 -5.88413
O: -18.83332 -10.19684 -2.70202
C: -19.77565 -11.18933 -2.31962
H: -20.91835 -6.28901 -3.25113
H: -20.84958 -7.23780 -4.72230
H: -19.57002 -6.10658 -4.39638
H: -16.99005 -7.40614 -5.90475
H: -18.66103 -7.78460 -6.08134
H: -17.37145 -8.81363 -6.75467
H: -20.80368 -11.01758 -2.63862
H: -19.78020 -11.31563 -1.23697
H: -19.40191 -12.10776 -2.77229
C: -17.27545 -4.43111 -7.38825
O: -16.45567 -3.73677 -6.52826
C: -15.58789 -2.85513 -7.21589
C: -14.95680 -1.88946 -6.18819
O: -16.02537 -1.24259 -5.47246
C: -15.51186 -0.13064 -4.71320
H: -17.83268 -5.19787 -6.85003
H: -16.70195 -4.92010 -8.17570
H: -18.02924 -3.82627 -7.89231
H: -16.15718 -2.21603 -7.89085
H: -14.79929 -3.37689 -7.75809
H: -14.37152 -1.20445 -6.80164
H: -14.31048 -2.43406 -5.49988
H: -16.33118 0.57253 -4.56365
H: -14.89720 0.47595 -5.37828
H: -15.05410 -0.25014 -3.73122

As for the frontier orbital gap: 9.37 eV.


| no. | total energy (Ha) | highest occupied orbital energy (eV) |
| --- | --- | --- |
| 1 | -1937.960149 | -6.78 |
| 2 | -1313.626077 | -1.56 |
| 3 | -3604.041438 | -9.42 |